(1)
Entry from the Open Molecules 2025 dataset: an isolated molecule of C5H8O in a non-equilibrium geometry (ωB97M-V/def2-TZVPD).

Each line ends with the natural charge from an NBO analysis.
Geometry (Å):
H -1.091 1.079 -0.411  0.215
C 1.044 1.489 -0.203  -0.444
H -1.266 -2.294 -0.808  0.218
O 0.674 0.857 2.558  -0.528
H 1.984 1.135 -0.654  0.201
C -1.136 -1.632 0.069  -0.649
H -1.023 -2.291 0.933  0.225
C -0.106 0.650 -0.636  -0.506
H 0.165 0.836 -1.688  0.248
C 0.887 0.572 1.435  0.598
H 0.987 -1.194 -0.301  0.198
H -2.078 -1.084 0.187  0.209
H 0.897 2.563 -0.450  0.217
C 0.061 -0.685 -0.030  -0.204

Results
E_tot   -270.42416 Ha
Total charge   0
Kohn-Sham gap   9.04 eV

(2)
Entry from the Open Molecules 2025 dataset: a cluster of 3 separate species, C5H8O in total in a non-equilibrium geometry (ωB97M-V/def2-TZVPD).

Each line ends with the natural charge from an NBO analysis.
Geometry (Å):
H 2.862 -0.894 0.140  0.192
H 1.302 -0.098 1.595  0.227
H -2.571 0.728 0.160  0.217
C 0.847 0.375 -0.459  0.401
C -1.533 1.057 0.118  -0.644
H -2.047 -1.623 -0.341  0.199
H -0.297 -2.125 -0.651  0.214
H -1.270 1.489 1.085  0.217
H -1.430 1.846 -0.628  0.239
H 3.138 -0.113 0.350  0.092
O 1.166 1.167 -1.320  -0.573
C -0.619 -0.083 -0.222  -0.053
C 1.450 -0.377 0.555  -0.397
C -0.999 -1.350 -0.384  -0.329

Results
E_tot   -270.35611 Ha
Total charge   0
Kohn-Sham gap   9.22 eV

(3)
Entry from the Open Molecules 2025 dataset: a cluster of 2 separate species, C5H8O in total (ωB97M-V/def2-TZVPD).

Each line ends with the natural charge from an NBO analysis.
Geometry (Å):
H 1.047 -0.622 1.352  0.112
C -2.167 -0.089 0.224  -0.487
H 0.308 -0.121 -1.867  0.224
H -2.027 -0.914 0.923  0.250
H 0.899 1.789 0.524  0.221
H -3.161 0.331 0.111  0.226
C -1.100 0.284 -0.423  0.097
O -0.298 -2.142 1.289  -0.539
H 2.110 0.817 -0.331  0.212
C 0.635 -1.517 0.847  0.281
C 0.081 0.455 -0.970  -0.298
H 1.349 2.182 -1.149  0.225
H 1.160 -1.816 -0.081  0.111
C 1.163 1.363 -0.448  -0.636

Results
Structure (SMILES)   C=C=CC.C=O
E_tot   -270.45400 Ha
Total charge   0
Kohn-Sham gap   10.59 eV

(4)
Entry from the Open Molecules 2025 dataset: an isolated molecule of C5H8O in a non-equilibrium geometry (ωB97M-V/def2-TZVPD).

Each line ends with the natural charge from an NBO analysis.
Geometry (Å):
C 2.035 0.355 0.095  -0.236
H -0.857 -2.042 0.849  0.214
H -0.041 -1.195 -1.202  0.202
H -2.221 -1.392 -0.083  0.219
H 2.965 0.203 0.609  0.194
H 2.214 0.433 -0.959  0.159
H -1.686 -0.584 1.386  0.220
C -1.164 1.833 -0.638  -0.241
O 1.104 -0.612 0.291  -0.522
C -0.764 0.710 -0.463  -0.040
H -1.770 2.668 -0.445  0.230
C -0.106 -0.531 -0.350  0.024
C -1.341 -1.145 0.516  -0.596
H 1.631 1.300 0.394  0.173

Results
Structure (SMILES)   C#C[C@H](C)OC
E_tot   -270.41849 Ha
Total charge   0
Kohn-Sham gap   10.41 eV

Computed values of LUMO level (unit: eV) for the preceding records, in sequence: 0.81; 0.23; 0.90; 1.06.
Computed values of energy above the lowest of the compared OMol25 structures with the same formula, charge and spin (unit: kJ/mol) for the preceding records, in sequence: 351.1; 529.8; 272.8; 366.0.